1.
Molecular formula: C30H53BN6O4S3V
Method: DFT, ωB97M-V/def2-TZVPD

XYZ file:
```
98
Properties=species:S:1:pos:R:3:mulliken_charge:R:1
V -0.36358 -1.48213 -0.20270 -0.45
C 0.79666 -3.26665 2.64446 -0.73
C 1.23511 -4.27406 1.61323 -0.26
O 0.10770 -5.00434 1.17392 -0.40
C -0.01390 -5.17009 -0.22447 -0.26
C -1.46155 -4.98307 -0.57493 -0.98
O -1.79595 -3.62443 -0.34592 0.22
C -3.18245 -3.39578 -0.23980 -0.85
C -3.39185 -1.89831 -0.11417 -0.64
O -2.34678 -1.28874 0.63606 0.14
C -2.36059 -1.45634 2.06018 0.14
C -1.50240 -2.60623 2.52295 -0.79
O -0.15426 -2.33120 2.13563 0.01
H 1.66716 -2.69485 2.97153 0.20
H 0.36741 -3.78256 3.50665 0.48
H 1.97865 -4.94337 2.06133 0.45
H 1.69935 -3.74411 0.78188 -0.10
H 0.31502 -6.16813 -0.52841 0.44
H 0.57518 -4.41898 -0.75891 0.05
H -2.07138 -5.62824 0.06790 0.39
H -1.64506 -5.24900 -1.62090 0.33
H -3.57874 -3.93290 0.63046 0.42
H -3.70753 -3.76040 -1.12843 0.50
H -4.35541 -1.68654 0.35252 0.42
H -3.36014 -1.41171 -1.08642 0.01
H -3.38404 -1.58151 2.41824 0.60
H -1.93776 -0.53919 2.46971 -0.65
H -1.82106 -3.56333 2.10743 0.16
H -1.57616 -2.65371 3.61355 0.54
C -0.84970 0.22859 -5.79596 -1.49
C -1.56441 1.27602 -4.92979 1.22
C -2.97660 0.76974 -4.66040 -1.86
C -1.64436 2.61912 -5.66077 -1.60
N -0.74789 1.47893 -3.69396 0.81
C 0.62432 1.69508 -3.82118 -0.79
C 1.14736 1.74682 -2.59217 -0.96
N 0.11429 1.58670 -1.68329 0.45
B 0.32147 1.28594 -0.18565 0.77
N 1.83758 1.18636 0.10223 0.77
C 2.61989 2.25170 0.49796 -1.14
C 3.85996 1.79119 0.72285 -0.55
N 3.83954 0.41753 0.48772 0.41
C 2.58342 0.06901 0.08734 0.17
S 2.02614 -1.47113 -0.43493 -0.42
C 5.03302 -0.47215 0.60622 1.24
C 6.20087 0.33196 1.17474 -2.22
C 4.73877 -1.62243 1.57270 -1.47
C 5.41816 -0.98960 -0.78188 -1.51
N -0.25972 2.39324 0.70307 0.87
C -0.86961 3.54743 0.24180 -0.98
C -1.42057 4.16762 1.28988 -0.79
N -1.15814 3.39581 2.42924 0.33
C -0.45040 2.28268 2.04866 0.32
S 0.12866 0.98733 2.97221 -0.47
C -1.85543 3.62253 3.72748 1.36
C -2.40109 5.05221 3.76341 -2.09
C -3.01348 2.62411 3.82210 -1.53
C -0.91320 3.46830 4.91984 -1.56
C -1.06950 1.42926 -2.36153 0.06
S -2.57243 1.29397 -1.60309 -0.47
H -1.51093 -0.07994 -6.60735 0.50
H -0.59999 -0.64902 -5.19535 0.22
H 0.06638 0.61715 -6.24436 0.40
H -3.43843 0.56534 -5.62976 0.54
H -3.57687 1.49991 -4.12468 0.44
H -2.96504 -0.14932 -4.07414 0.23
H -2.15840 2.49145 -6.61671 0.44
H -0.64981 3.02521 -5.85759 0.35
H -2.20087 3.34052 -5.05865 0.34
H 1.11157 1.78347 -4.77475 0.52
H 2.17121 1.88359 -2.28753 0.58
H -0.21837 0.22719 0.07721 -0.06
H 2.21593 3.24491 0.60578 0.61
H 4.72923 2.31678 1.06717 0.55
H 5.96385 0.75056 2.15572 0.46
H 6.50760 1.13699 0.50329 0.48
H 7.04836 -0.34308 1.29070 0.46
H 4.35076 -1.22974 2.51644 0.38
H 5.66411 -2.16570 1.77358 0.53
H 4.00683 -2.31003 1.15538 0.25
H 5.68714 -0.15389 -1.43282 0.38
H 4.59377 -1.53835 -1.23500 0.29
H 6.28014 -1.65673 -0.69679 0.46
H -0.85022 3.82952 -0.79598 0.68
H -1.97388 5.08629 1.31865 0.50
H -3.23303 5.19924 3.07221 0.46
H -1.61670 5.77859 3.54021 0.46
H -2.77226 5.25022 4.76889 0.46
H -3.57130 2.60387 2.88339 0.34
H -3.69219 2.90476 4.63120 0.49
H -2.62803 1.62107 4.02056 0.28
H -0.09425 4.18991 4.85865 0.38
H -0.48696 2.47226 4.97111 0.33
H -1.48340 3.66408 5.83170 0.47
C -0.51049 -1.72448 -2.27927 -1.36
H -0.30664 -2.77370 -2.53468 0.64
H 0.20407 -1.11651 -2.84583 0.28
H -1.52149 -1.49632 -2.65802 0.02
```

Multiplicity: 2
Energy relative to the best compared isomer or geometry (same formula, charge and spin): 0.0 kcal/mol
LUMO level (spin up / spin down): 0.579 / 0.580 eV
Kohn-Sham gap (spin up / spin down): 6.570 / 5.962 eV

2.
Molecular formula: C30H53ClN2O29
Method: DFT, ωB97M-V/def2-TZVPD

XYZ file:
```
115
Properties=species:S:1:pos:R:3:mulliken_charge:R:1
O 0.09197 -6.11396 -0.46408 -0.46
C -0.37578 -5.04046 -0.37312 0.73
N -0.82841 -3.91357 -0.27930 -0.70
C -0.60131 -3.23718 1.02813 1.48
C 0.79355 -2.69793 0.92712 -1.29
O 1.15666 -1.96508 2.10900 -0.19
N 2.57765 -1.86033 2.13134 0.15
O 3.01948 -2.42287 3.04310 -0.28
C -0.94218 -4.20995 2.17316 0.19
O -0.24377 -4.70194 2.98862 -0.54
O -2.28930 -4.35865 2.06406 -0.34
C -2.86778 -3.22731 1.38235 -0.64
C -1.69232 -2.23567 1.35949 -0.22
Cl -1.82247 -0.81979 0.35481 -0.06
H 0.83090 -2.01694 0.08119 0.47
H 1.52772 -3.47967 0.76611 0.46
H -3.63671 -2.86870 2.04915 0.44
H -3.21072 -3.46183 0.38992 0.36
H -1.53863 -2.03678 2.41444 0.44
C 1.65755 0.83343 -4.32914 -0.86
O 0.61361 0.89513 -3.34793 -0.27
C -0.02075 2.07272 -3.30389 0.66
O 0.21453 3.02362 -3.99515 -0.57
O -0.95763 2.00918 -2.35598 -0.08
C -1.70823 3.21381 -2.19149 -0.77
H 2.10051 -0.15595 -4.26575 0.23
H 1.25364 0.97334 -5.33002 0.31
H 2.42396 1.57703 -4.12032 0.46
H -2.24263 3.46194 -3.10683 0.31
H -1.05772 4.03491 -1.89725 0.32
H -2.42757 3.02831 -1.39886 0.23
C 4.97889 0.89986 4.66798 -0.57
O 4.88644 2.29487 4.37664 -0.33
C 4.65232 2.55966 3.09175 0.82
O 4.52279 1.74426 2.21924 -0.54
O 4.58771 3.87982 2.94762 -0.30
C 4.33926 4.31092 1.60832 -0.66
H 5.16656 0.80579 5.73373 0.23
H 4.04453 0.39610 4.42818 0.22
H 5.80385 0.44649 4.12170 0.30
H 3.37948 3.93498 1.25750 0.33
H 5.14072 3.99119 0.94554 0.26
H 4.30574 5.39633 1.61593 0.24
C 6.03983 1.99070 -1.75620 -0.61
O 5.94394 3.38323 -2.06418 -0.18
C 5.70695 3.64668 -3.34556 0.78
O 5.57370 2.83501 -4.22344 -0.57
O 5.63963 4.96819 -3.49062 -0.31
C 5.38311 5.39793 -4.82848 -0.62
H 6.22827 1.90487 -0.68981 0.15
H 5.10501 1.48220 -1.98479 0.26
H 6.86474 1.53220 -2.29849 0.33
H 4.42294 5.02122 -5.17609 0.27
H 6.18042 5.07550 -5.49558 0.29
H 5.35305 6.48339 -4.80885 0.21
C -6.51489 -5.63719 2.81396 -0.65
O -7.72813 -5.11119 3.35298 -0.31
C -7.78249 -3.77997 3.37905 0.82
O -6.92391 -3.02950 2.99958 -0.54
O -8.95396 -3.42699 3.89960 -0.34
C -9.15555 -2.01455 3.99607 -0.65
H -6.59268 -6.71990 2.84605 0.25
H -6.38618 -5.32357 1.77947 0.29
H -5.66066 -5.32654 3.41315 0.30
H -9.13126 -1.55543 3.00955 0.33
H -8.40792 -1.56324 4.64482 0.30
H -10.13824 -1.86825 4.43390 0.22
C -5.57133 -2.08261 -6.12181 -0.63
O -4.24236 -1.56402 -6.14297 -0.33
C -3.74838 -1.28000 -4.93569 0.76
O -4.32434 -1.42689 -3.89063 -0.55
O -2.51705 -0.80931 -5.09310 -0.30
C -1.85423 -0.45721 -3.86781 -0.38
H -5.85186 -2.26995 -7.15446 0.22
H -5.61095 -3.01803 -5.56659 0.29
H -6.26062 -1.35861 -5.69108 0.29
H -1.75140 -1.32998 -3.22354 0.31
H -2.39632 0.32961 -3.35465 0.25
H -0.87027 -0.09127 -4.11863 0.09
C 2.04902 -1.60502 -9.58373 -0.62
O 3.36847 -1.05756 -9.58090 -0.33
C 3.83752 -0.77269 -8.36824 0.82
O 3.25531 -0.93547 -7.32937 -0.54
O 5.06198 -0.27157 -8.50012 -0.34
C 5.67297 0.09283 -7.25882 -0.57
H 1.78872 -1.79031 -10.62172 0.22
H 2.02140 -2.54506 -9.03602 0.29
H 1.33824 -0.89894 -9.15862 0.29
H 5.78300 -0.77647 -6.61336 0.29
H 5.09294 0.86590 -6.75848 0.25
H 6.65751 0.48791 -7.49069 0.25
C 7.42286 5.18453 4.57487 -0.54
O 8.31168 6.18252 4.06675 -0.34
C 8.47404 6.13428 2.74783 0.81
O 7.95027 5.35211 1.99958 -0.53
O 9.31673 7.10436 2.39685 -0.34
C 9.58160 7.16829 0.99524 -0.61
H 7.36769 5.32013 5.65111 0.29
H 6.42840 5.30410 4.15134 0.20
H 7.80486 4.18717 4.36450 0.27
H 8.66694 7.36526 0.43915 0.28
H 10.04319 6.24570 0.64840 0.28
H 10.27418 7.99127 0.84419 0.21
C -8.65348 -4.79215 7.65317 -0.58
O -9.66471 -4.71228 8.65889 -0.32
C -10.27093 -3.53000 8.72438 0.80
O -10.03765 -2.57671 8.02998 -0.54
O -11.18280 -3.58564 9.69325 -0.33
C -11.91648 -2.37464 9.87613 -0.63
H -8.23666 -5.79412 7.69641 0.24
H -9.07996 -4.62933 6.66453 0.25
H -7.86061 -4.07184 7.84753 0.29
H -12.47000 -2.12020 8.97422 0.29
H -11.25078 -1.55962 10.15380 0.29
H -12.61819 -2.55236 10.68584 0.22
```

Structure (SMILES): O=C=N[C@]1(CON=O)C(=O)OC[C@@H]1Cl.COC(=O)OC.COC(=O)OC.COC(=O)OC.COC(=O)OC.COC(=O)OC.COC(=O)OC.COC(=O)OC.COC(=O)OC
LUMO level: -0.186 eV
Kohn-Sham gap: 10.274 eV

3.
Molecular formula: C30H53N3O
Method: DFT, ωB97M-V/def2-TZVPD

XYZ file:
```
87
Properties=species:S:1:pos:R:3:mulliken_charge:R:1
C 1.05031 4.64312 0.18027 -0.80
C 2.34379 4.50081 0.53285 -0.22
C 3.34541 3.84737 -0.38521 -1.12
C 3.53046 2.30895 -0.14534 1.47
C 4.44209 2.27623 1.10279 -0.08
O 4.15584 2.64516 2.22419 -0.64
N 5.72145 1.72873 0.76733 -0.44
C 5.41214 0.83657 -0.39384 0.46
C 4.75203 -0.33958 0.29657 -0.59
C 5.37429 -1.53236 0.43977 -0.85
C 4.54457 1.81075 -1.19878 0.21
C 4.09400 1.44667 -2.61204 -1.62
C 2.89803 0.47623 -2.69361 -0.33
C 3.36202 -0.98182 -2.57091 -0.58
C 2.36825 -1.95160 -1.90473 -1.33
C 1.57211 -1.35460 -0.73638 2.07
C 1.39945 -2.29802 0.47061 -1.59
C 1.11751 -1.49493 1.75914 -0.53
C -0.37500 -1.20665 2.01698 -0.45
C -0.62948 0.29030 2.25779 -2.00
C -0.56656 1.11912 0.96858 2.10
C -1.87716 1.04141 0.15351 -0.93
C -2.61657 2.40480 0.08797 -0.47
C -2.96027 2.86197 -1.34503 -1.20
H 0.48958 5.50971 0.50854 0.30
H 0.54598 3.89116 -0.41929 0.16
H 2.63811 4.83085 1.52234 0.36
H 3.11542 4.04932 -1.42588 0.41
H 4.30884 4.29185 -0.13642 0.46
H 2.58874 1.78114 -0.05190 -1.03
H 6.00895 1.08475 1.49825 0.43
H 6.25803 0.53631 -1.00738 0.68
H 3.76079 -0.23424 0.72806 0.31
H 5.87338 -2.00613 -0.39955 0.26
H 5.34789 -2.05254 1.39013 0.29
H 5.20582 2.67085 -1.33166 0.58
H 3.74400 2.37927 -3.06209 0.44
H 4.92663 1.07770 -3.21126 0.43
H 2.22070 0.78294 -1.90187 0.10
H 2.39103 0.61945 -3.64577 0.53
H 4.34227 -1.05347 -2.10804 0.24
H 3.51798 -1.33658 -3.59313 0.47
H 2.95205 -2.78086 -1.49650 0.33
H 1.70778 -2.40058 -2.64433 0.43
H 0.56267 -1.14713 -1.09860 0.35
H 1.98920 -0.42078 -0.37159 -1.79
H 0.51220 -2.90346 0.30024 0.55
H 2.28236 -2.92101 0.60266 0.56
H 1.51636 -2.07609 2.59157 0.53
H 1.65321 -0.54183 1.77224 0.28
H -0.65456 -1.69378 2.94924 0.13
H -1.02035 -1.55608 1.21406 0.54
H 0.10939 0.65868 2.97136 0.45
H -1.62750 0.42909 2.67976 0.52
H -0.28502 2.15216 1.16660 0.50
H 0.23634 0.69809 0.35848 -1.65
H -2.52268 0.33910 0.67707 0.26
H -1.72706 0.69483 -0.86351 0.26
H -3.53272 2.35609 0.67397 0.40
H -1.99638 3.17506 0.54427 0.48
H -4.02749 2.78557 -1.53575 0.08
H -2.63544 3.88738 -1.51418 0.39
H -2.44612 2.25086 -2.08474 0.40
C -6.63677 1.77144 -3.46387 -0.75
C -6.66725 0.34878 -4.00891 -0.45
C -6.49960 -0.71354 -2.91688 -0.52
C -5.21478 -0.56910 -2.22652 0.27
N -4.20366 -0.45578 -1.69387 -0.36
H -5.67655 1.99814 -2.99987 0.02
H -6.78943 2.49156 -4.26754 0.33
H -7.42120 1.92471 -2.72011 0.31
H -5.87887 0.23088 -4.75442 0.30
H -7.61724 0.17703 -4.51807 0.30
H -6.54343 -1.71277 -3.35053 0.30
H -7.29901 -0.63203 -2.17895 0.27
C -3.90506 -3.74665 4.49874 -1.11
C -3.43953 -5.19695 4.43208 -0.40
C -1.93113 -5.32573 4.19272 -0.45
C -1.54912 -4.70593 2.92191 0.21
N -1.24910 -4.20820 1.93170 -0.36
H -3.72485 -3.22674 3.55674 0.31
H -4.97520 -3.69827 4.69956 0.33
H -3.38806 -3.20412 5.29254 0.30
H -3.97947 -5.71382 3.63673 0.29
H -3.68884 -5.70082 5.36758 0.31
H -1.63638 -6.37491 4.16630 0.30
H -1.37477 -4.84032 4.99604 0.27
```

Structure (SMILES): C=CC[C@@H]1C(=O)N[C@@H](C=C)[C@H]1CCCCCCCCCCCCC.CCCC#N.CCCC#N
LUMO level: 0.777 eV
Kohn-Sham gap: 9.317 eV

no.,F_max (eV/A)
1,0.97
2,1.72
3,2.58